Computed, not measured: a 2-piece molecular cluster, CH6NPS overall at a distorted geometry, with ωB97M-V/def2-TZVPD.

```
10
Properties=species:S:1:pos:R:3:forces:R:3
C 1.638560 -0.883286 1.168171 1.418 -1.160 -2.152
N -2.966279 1.641825 -0.592681 2.531 1.204 3.129
P -0.806153 0.090257 -1.975239 -1.280 -0.058 -0.150
S -1.453539 1.221257 -0.441626 -1.396 0.457 -1.272
H 1.427685 -1.964659 1.130689 -0.301 0.556 0.733
H 0.787379 -0.271978 1.022030 -1.028 0.273 -0.842
H 2.411664 -0.806068 0.335965 -1.017 0.558 0.981
H -3.506465 1.135273 -1.201220 -1.397 -1.552 -2.309
H 0.442407 0.323438 -1.508095 1.513 -0.044 0.561
H 2.024739 -0.486060 2.062007 0.954 -0.234 1.322
```
Positions in Å, forces in eV/Å.

Computed properties:
LUMO (spin up / spin down) in eV: -1.216 / -1.000
Spin multiplicity: 1
Orbital gap (spin up / spin down) in Eh: 0.28015 / 0.28012

Computed, not measured: a 2-piece molecular cluster, CH6NPS overall at a distorted geometry, with ωB97M-V/def2-TZVPD.

```
10
Properties=species:S:1:pos:R:3:forces:R:3
C -0.691572 1.321479 -0.940411 0.480 1.889 2.271
N 0.689979 0.077433 1.178838 -2.479 0.815 1.372
P -0.908893 -1.906259 -0.973407 2.006 -0.136 2.104
S -0.045908 -0.069360 -0.391435 2.684 0.316 -0.683
H -1.613915 1.217097 -1.442967 -0.911 -0.075 -0.224
H -0.479900 2.274912 -0.295904 -0.291 -2.012 -1.523
H 1.011921 -0.880321 1.405259 -0.250 0.585 -0.084
H -0.065400 0.379439 1.927908 1.766 -0.889 -2.010
H 0.861149 -2.325277 0.509098 -2.093 -0.030 -2.064
H 1.242539 -0.089143 -0.976980 -0.912 -0.464 0.842
```
Positions in Å, forces in eV/Å.

Computed properties:
LUMO in eV: -1.372
Spin multiplicity: 1
Orbital gap in Eh: 0.24783

Computed, not measured: an isolated molecule of CH6NPS at a distorted geometry, with ωB97M-V/def2-TZVPD.

```
10
Properties=species:S:1:pos:R:3:forces:R:3
C 1.337530 0.008091 1.285278 -2.393 -0.129 1.894
S -0.049017 1.100543 0.775758 1.432 -0.012 0.423
P -1.373344 -0.318049 0.159527 -0.201 0.315 -3.750
N -1.219436 -0.296527 -2.020447 -0.436 0.126 3.389
H 0.823865 -0.960725 1.610492 1.369 1.353 0.014
H 1.997065 0.542138 1.959737 -0.626 -0.138 1.165
H 2.023357 -0.126479 0.551964 1.463 -0.952 -3.009
H -2.194895 0.815017 0.079182 -0.846 -0.280 -0.131
H -0.524437 0.444597 -2.166103 -0.053 -0.533 0.016
H -0.820687 -1.208605 -2.235387 0.292 0.250 -0.010
```
Positions in Å, forces in eV/Å.

Computed properties:
LUMO in eV: 0.572
SMILES: CSPN
Spin multiplicity: 1
Orbital gap in Eh: 0.34182

Computed, not measured: a 2-piece molecular cluster, CH6NPS overall at a distorted geometry, with ωB97M-V/def2-TZVPD.

```
10
Properties=species:S:1:pos:R:3:forces:R:3
C 0.483792 0.977219 0.761008 -2.142 -3.279 1.692
N 0.728708 -1.687582 -0.146247 0.430 1.952 1.761
P 0.145436 -0.322281 -0.450302 -1.256 0.871 0.160
S -2.720230 -0.424909 0.072340 2.059 0.559 -0.679
H 1.464301 1.230021 0.985621 2.098 -0.235 0.355
H 0.094793 1.784764 0.277691 -1.620 2.569 -0.930
H -0.125793 0.670961 1.683597 0.966 0.793 -1.282
H 0.701625 -2.464888 -0.696654 -0.079 -2.343 -1.805
H 0.414061 0.372783 -1.723642 -0.694 -0.769 0.741
H -2.621471 -1.682558 0.512996 0.238 -0.116 -0.013
```
Positions in Å, forces in eV/Å.

Computed properties:
LUMO in eV: -1.070
Spin multiplicity: 1
Orbital gap in Eh: 0.27877

Computed, not measured: a 2-piece molecular cluster, CH6NS overall at a distorted geometry, with ωB97M-V/def2-TZVPD.

```
9
Properties=species:S:1:pos:R:3:forces:R:3
N 1.511627 1.160223 1.091286 1.054 -0.158 -0.164
H 1.236901 1.935881 0.496312 -0.092 -0.104 -0.085
H 1.170536 0.296856 0.649999 -0.582 -0.064 0.043
H 2.523116 1.049782 0.921988 -0.431 0.323 0.256
C -1.380714 -0.862291 -0.643563 -0.258 0.937 -0.151
S 0.139121 -1.765879 -0.256494 0.016 -0.245 0.047
H -1.204764 -0.140215 -1.446178 0.094 0.028 -0.188
H -2.237409 -1.443598 -0.989470 0.062 -0.436 0.091
H -1.758413 -0.230759 0.176120 0.137 -0.281 0.150
```
Positions in Å, forces in eV/Å.

Computed properties:
LUMO in eV: 4.463
Spin multiplicity: 1
Net charge: -1
Orbital gap in Eh: 0.24538

Computed, not measured: CH6Na6O6 as an isolated structure at a distorted geometry, with ωB97M-V/def2-TZVPD.

```
19
Properties=species:S:1:pos:R:3:forces:R:3
Na 1.041504 -1.815897 1.431835 0.815 0.668 0.683
Na 0.632565 2.494089 1.525765 0.248 0.525 -0.173
Na -3.044756 -1.001557 1.033511 -0.310 1.031 0.900
Na -1.706974 -3.410353 -0.684004 -0.006 -0.676 0.139
Na 0.951754 -1.450414 -2.491289 0.595 0.813 -0.461
Na -2.993643 -1.351954 -2.850353 -0.443 0.846 -0.619
C -0.580224 -0.090369 -0.307860 1.884 0.676 0.867
O -0.528630 0.192414 0.949895 -0.695 -0.771 -0.619
O 0.306313 0.377117 -1.082358 -1.239 -1.195 -0.549
O -1.468728 -0.997789 -0.732915 -0.580 -1.353 -0.429
O 2.978484 0.114272 -0.357220 -0.892 -0.926 0.383
H 3.310492 -0.293862 -1.165268 0.557 0.372 0.029
H 2.058171 0.365434 -0.540139 0.368 0.346 -0.271
O -1.652646 -0.612734 3.490559 -0.418 -0.155 -0.771
H -1.254810 -0.190161 2.716790 0.190 -0.003 0.135
H -1.638376 -1.565453 3.341972 0.158 -0.081 0.544
O 1.519227 3.172164 -1.222731 -0.536 -0.527 0.684
H 1.021890 3.738648 -1.828193 0.184 0.173 0.030
H 1.048387 2.326403 -1.227995 0.122 0.236 -0.503
```
Positions in Å, forces in eV/Å.

Computed properties:
LUMO in eV: -15.650
Spin multiplicity: 1
Net charge: +4
Orbital gap in Eh: 0.23473

Computed, not measured: a 2-piece molecular cluster, CH6O overall at a distorted geometry, with ωB97M-V/def2-TZVPD.

```
8
Properties=species:S:1:pos:R:3:forces:R:3
C 0.000000 0.000000 0.000000 0.026 0.061 -0.039
H -0.321660 -1.008730 0.298320 0.214 0.345 -0.184
H 0.733600 0.381090 0.725670 -0.309 -0.199 -0.252
H 0.459600 -0.041730 -0.998510 -0.212 0.007 0.354
H -0.871880 0.670190 -0.025960 0.303 -0.198 -0.024
O -0.469920 -0.991850 2.966779 -1.030 -0.742 -0.141
H -1.124660 -0.870060 2.242389 0.697 -0.134 0.813
H -0.789480 -1.781159 3.459848 0.311 0.860 -0.527
```
Positions in Å, forces in eV/Å.

Computed properties:
LUMO in eV: 0.919
SMILES: C.O
Spin multiplicity: 1
Orbital gap in Eh: 0.45650

Computed, not measured: a 2-piece molecular cluster, CH6O2 overall at a distorted geometry, with ωB97M-V/def2-TZVPD.

```
9
Properties=species:S:1:pos:R:3:forces:R:3
C -1.231295 -0.364275 0.031766 -0.933 1.071 -2.220
O -0.359544 0.859024 0.093150 -0.280 1.563 -2.429
H -1.026526 -0.782265 0.977802 0.108 -0.713 0.882
H -2.392425 -0.432029 -0.180648 1.972 1.625 0.787
H -0.919398 -0.976079 -0.800735 0.748 -0.471 0.020
H -0.079034 1.491950 -0.766494 -1.871 -3.254 2.952
O 2.283588 -0.182956 -0.079374 -3.054 2.918 3.577
H 2.561523 0.583839 0.680339 -1.331 -3.304 -3.227
H 1.163115 -0.197206 0.044197 4.640 0.564 -0.343
```
Positions in Å, forces in eV/Å.

Computed properties:
LUMO in eV: 0.602
SMILES: CO.O
Spin multiplicity: 1
Orbital gap in Eh: 0.40763

Question: Which value of spin multiplicity does entry 3 give?
Answer: 1

Question: Look up the spin multiplicity of the first one.
Answer: 1

Question: What is the spin multiplicity in the eighth record?
Answer: 1